Entry 1:
128
Properties=species:S:1:pos:R:3 method="wB97M-V/def2-TZVPD" smiles="CN(C)C=O.CN(C)C=O.CN(C)C=O.CN(C)C=O.CN(C)C=O.CN(C)C=O.CN(C)C=O.CN(C)C=O.CN(C)C=O.CN(C)C=O.BrCCBr" e_lumo_ev=0.06 homo_energy_ev=-9.156 e_above_lowest_kcal_mol=293.95 homo_lumo_gap_ha=0.339
H -20.6274 -21.0767 8.7898
N -20.3964 -20.5012 10.7784
H -14.4262 -12.5050 8.3104
C -20.3813 -6.3313 3.4357
H -31.0505 -16.0429 9.8830
H -29.4126 -21.8908 6.8275
C -30.1239 -15.6971 10.3668
H -16.3584 -15.0689 8.3925
C -18.3047 -15.8942 16.2574
H -23.2604 -13.1937 6.0210
H -28.2172 -17.3425 8.4824
H -21.9247 -15.2072 9.1682
H -17.8823 -6.4289 10.8608
C -29.5098 -21.7933 5.7462
H -19.7444 -18.4606 11.4506
H -22.4106 -14.4336 5.0395
C -19.8884 -9.0313 10.7354
H -26.0404 -9.8000 16.3033
C -24.9541 -8.6723 13.9116
H -19.2007 -16.4381 16.5564
O -30.1718 -15.1071 11.5244
H -20.0415 -22.3141 11.9681
N -29.0173 -15.8742 9.6425
H -19.0576 -7.5197 13.5332
H -17.5528 -16.5262 15.7846
C -19.7725 -17.7092 2.7808
H -22.9605 -13.7828 8.8775
H -17.7917 -13.1334 14.2949
H -20.5665 -8.2968 13.1408
H -25.7826 -7.9732 13.7979
Br -18.5553 -15.2179 3.2680
C -29.0391 -16.6332 8.3854
C -20.7223 -21.9053 11.2215
N -14.6052 -14.3629 9.2071
H -26.3992 -8.5826 -0.8371
H -27.2439 -22.5946 3.5544
H -16.6430 -13.5475 9.2473
N -28.2726 -21.8212 5.0422
H -27.3682 -16.5262 10.8296
Br -20.3978 -19.1309 1.4867
H -14.9516 -13.8914 7.2234
H -17.5662 -13.2362 16.0583
C -19.7531 -14.7172 14.5701
H -20.8980 -19.3671 12.4099
H -30.1064 -20.9021 5.5513
H -20.6139 -17.0432 2.9723
H -24.3194 -8.1388 14.6192
H -30.2406 -22.4882 5.3326
H -23.5566 -16.4930 8.0562
C -19.8264 -7.5909 12.7638
H -20.4219 -5.1554 5.8440
C -17.9157 -7.4741 11.1682
C -18.5208 -17.0063 2.2412
C -13.6575 -14.3955 10.2320
C -25.6542 -11.3722 -1.5172
C -27.7246 -15.6980 10.2171
H -26.5873 -11.1069 15.3753
C -26.8573 -9.4708 -0.4019
H -13.2444 -13.6284 7.6843
C -21.1043 -6.0047 5.8100
H -19.7556 -13.9021 13.8299
N -26.0228 -10.6890 -0.4209
N -25.3529 -10.0469 14.2744
O -25.0058 -12.3717 -1.4166
N -22.6914 -14.9072 7.1531
O -20.7842 -15.4050 14.5762
H -16.5563 -14.2587 15.0546
H -25.2830 -12.0573 14.2834
C -23.4234 -16.0486 7.0578
H -17.0769 -7.6738 11.8350
H -27.7931 -15.0279 11.0740
C -26.3916 -10.0374 15.2991
H -28.7815 -15.9420 7.5830
H -20.4485 -22.6815 10.5068
H -24.8327 -10.1428 1.2319
H -20.4372 -6.6935 6.3283
C -28.0408 -22.8636 4.2649
H -12.6514 -14.2763 9.8010
H -27.3937 -9.7103 15.0215
C -20.0157 -19.4645 11.7773
H -20.3838 -6.6580 12.6801
N -18.5962 -14.7907 15.3099
H -20.7377 -8.8628 5.0531
C -24.6878 -11.1696 14.0190
H -17.5831 -17.5060 2.4845
O -23.6791 -11.1484 13.2249
C -22.4726 -13.9470 6.0129
H -22.0314 -5.8285 6.3556
H -21.7206 -21.9300 11.6582
C -14.2814 -13.5424 8.0090
H -18.6642 -16.8455 1.1727
H -27.7110 -9.7353 -1.0260
O -20.0356 -19.0839 8.9088
O -19.8089 -5.1992 3.3586
O -19.4423 -9.5444 9.6758
C -20.4139 -20.1732 9.3818
H -24.3710 -8.7011 12.9911
H -27.0142 -15.3303 9.4767
H -26.7139 -20.5196 4.4237
H -19.4802 -18.2109 3.7032
H -21.5052 -13.4474 5.9618
H -17.5117 -7.7655 10.1987
C -17.5407 -13.7959 15.1233
N -21.1096 -6.7492 4.4701
H -17.9167 -15.4181 17.1578
C -25.4564 -10.9740 0.9031
H -27.3015 -19.8194 5.8358
H -21.5600 -8.6186 3.5324
O -23.9228 -16.3866 5.9827
H -20.4302 -7.1089 2.6578
N -19.2027 -8.1566 11.5175
H -20.8547 -9.2336 11.2229
H -29.8794 -17.3057 8.2123
H -26.0778 -11.0065 -2.4654
H -24.8395 -11.8726 0.9159
H -21.4419 -13.7655 8.2104
H -28.4247 -19.7605 4.5983
C -27.6413 -20.4117 4.9861
C -22.2432 -14.4709 8.4302
O -13.8857 -14.6337 11.3977
H -27.4517 -9.0500 0.4092
C -16.1381 -14.5119 9.3032
C -21.4573 -8.2226 4.5428
O -28.6270 -23.9349 4.1897
H -19.1299 -19.6981 12.3679
H -22.4628 -8.4085 4.9204
H -26.1644 -11.2844 1.6716
H -16.4808 -14.9519 10.2397

=====

Entry 2:
51
Properties=species:S:1:pos:R:3 method="wB97M-V/def2-TZVPD" charge=-2 e_lumo_ev=4.65 homo_energy_ev=-1.750 e_above_lowest_kcal_mol=7.60 homo_lumo_gap_ha=0.235
H 4.8738 -0.6831 -1.3305
H 0.1688 3.6477 4.8444
H 0.6900 5.0078 4.0717
H -1.0607 0.6437 1.5722
H -0.8080 1.7865 3.7352
H 0.4478 5.3386 1.6964
C -2.1299 -3.3064 -5.7502
C -0.7540 1.6788 1.6021
H -2.6168 -3.4266 -6.7110
F -1.9305 -1.3155 6.0574
Li 0.2025 -1.4057 -1.1703
N -0.8498 -2.9740 -3.3431
C -2.1992 -3.0807 -3.3973
F 0.5512 -0.6856 5.3753
S 1.8862 -0.9474 2.6522
C -0.0493 -3.0436 -4.4652
C -2.4308 -1.9926 3.8544
C -0.1778 3.6442 2.8560
H -2.6554 -3.0061 -2.4219
F -3.6924 -2.3125 4.2132
C 2.0116 0.8320 -1.1023
O -0.3310 -2.8462 -2.1438
C -0.7021 -1.8188 2.1988
C -0.2462 -1.1646 4.3977
C -0.4573 2.3415 0.4173
S -0.5114 1.4194 -1.0857
C -0.7706 -3.2034 -5.6834
N 0.7212 0.4180 -1.0154
C -0.0280 3.6571 0.4488
O -0.4694 2.3677 -2.1733
O -1.6731 0.5531 -0.9847
H -3.9600 -3.3175 -4.5509
N -0.0297 4.3002 4.0988
H 3.8906 3.4748 -1.0786
H 5.6707 1.7122 -1.2699
C -2.8823 -3.2474 -4.5681
C -1.5347 -1.4856 4.7775
H -0.1612 -3.2436 -6.5757
C 4.6212 1.4586 -1.2221
C 3.6316 2.4185 -1.1208
S 1.6328 -2.9561 -4.3630
N 2.3398 2.1360 -1.0622
F -2.8504 -2.6384 1.6346
N 2.8985 -0.1850 -1.1958
F -0.4129 -1.9968 0.8905
C 0.2554 -1.3194 3.0937
C -1.9983 -2.1571 2.5536
C 4.1705 0.1424 -1.2558
C -0.6187 2.3259 2.8136
H 0.2287 4.1444 -0.4811
C 0.0993 4.3107 1.6665

=====

Entry 3:
17
Properties=species:S:1:pos:R:3 method="wB97M-V/def2-TZVPD" charge=-1 smiles="C=NCCCC[O-]" e_lumo_ev=3.39 homo_energy_ev=-2.198 e_above_lowest_kcal_mol=54.15 homo_lumo_gap_ha=0.205
H 0.3782 1.4027 -0.7981
C -2.9375 -0.3147 -1.5647
C 2.6090 -0.2784 0.8397
H -3.6002 -0.8729 -0.8609
C -1.1417 0.3520 -0.0157
H -1.4392 0.9168 0.8988
H 0.6794 -0.2544 -1.1598
O 3.2484 -0.8997 1.8328
H -3.0696 -0.5678 -2.6406
C 1.0598 0.0922 0.9992
H 2.6230 -0.8252 -0.1466
H 0.4438 -0.6377 1.5184
H 1.0972 0.9632 1.6845
C 0.3673 0.3732 -0.3202
N -2.0634 0.5122 -1.1273
H 2.9874 0.6996 0.4403
H -1.2421 -0.6611 0.4201

=====

Entry 4:
110
Properties=species:S:1:pos:R:3 method="wB97M-V/def2-TZVPD" charge=+1 e_lumo_ev="-3.02 / -3.02" s_squared=2.002 homo_energy_ev="-9.993 / -9.994" multiplicity=3 homo_lumo_gap_ha="0.256 / 0.256"
N -1.6062 2.8071 4.3654
N 2.7653 2.7664 -2.6335
C 0.2867 3.1915 -2.7503
C 3.0685 -4.3941 -1.2084
C -1.2985 -1.8897 0.9657
C -0.0915 0.5373 1.2363
H -1.2895 3.6105 4.8390
C 4.0143 3.1492 -1.9959
H -4.0580 3.9334 8.7138
H 1.8407 -0.5748 -4.0513
H -1.9369 -3.0609 -4.5466
C -4.1863 0.9779 6.2228
C 1.6569 3.8240 -2.5626
H 4.6217 3.8690 -2.5948
C -0.9858 2.2862 3.2476
N -2.7845 0.9928 3.7969
N 0.3245 -0.3026 0.2368
S -2.8900 1.1922 -2.3129
H -4.6509 -0.2007 9.8490
O -2.8613 -0.7622 -4.3975
C -3.8788 0.9832 -5.7856
H 6.3919 -6.5009 1.8399
N 1.8646 1.9071 0.9278
P -2.1394 -0.4621 -3.0321
C 5.3034 -6.6453 1.9989
C 2.3953 1.2520 -4.6170
C -3.2152 -3.8999 -1.4674
C -4.0950 3.0915 8.0110
H -5.2199 -0.0798 7.6980
C 2.8628 -1.9497 -0.6554
H 3.6707 2.8831 0.9867
H 5.0270 -7.3726 2.7244
H 1.8051 4.6658 -3.2670
O 3.1297 -1.0471 0.2167
N 2.5598 0.1187 -3.7369
H 1.2824 1.4066 -4.6932
C -2.6177 0.2076 -5.4877
H 3.2979 -6.5429 -1.6632
H 0.0083 -2.0160 -0.7048
H -0.0464 2.5312 -0.7147
C 2.7142 2.7927 1.4607
C 0.6772 1.6821 1.6356
H 4.2572 0.9813 0.0750
C 4.1162 -4.8822 1.2408
H 3.5583 -2.8369 1.7211
H -1.2948 -1.1342 -6.4894
C -2.6658 1.9747 4.6227
H -4.2090 0.1477 5.5472
H 4.6084 0.0559 -1.1031
H 0.0965 2.8049 -3.7236
H 2.6154 -4.1089 -2.1676
H -2.9185 4.1304 6.5972
H -1.7747 -2.8197 0.7363
C 3.0842 2.4945 -4.0266
C 4.9764 2.0615 -1.5996
S -0.2070 -0.6181 -3.3724
H -0.4409 4.0303 -2.6203
H 0.8067 4.2492 3.8948
C -3.4647 2.1079 5.8348
Tm 1.8299 0.4578 -1.4437
H -5.7536 0.5639 11.0438
O -2.5128 -1.6990 -2.1502
H 2.7246 1.0996 -5.6441
H -0.8325 1.6318 -1.8903
H -3.8810 -4.6289 -2.0032
H -2.5523 -4.4000 -0.6840
N 4.1739 0.9600 -0.9476
H -1.2855 -3.3916 -2.3187
O 4.7316 -5.3581 2.3520
H -4.7195 0.4460 -6.2262
H -3.7574 -3.2220 -4.0665
C -2.7122 -3.5012 -3.9268
C 0.3009 2.5175 2.6822
C -2.2412 -0.7091 -6.5669
C 1.1646 3.5471 3.1043
C 3.2132 -3.3872 -0.2890
O 4.5754 -7.0517 0.8021
H 5.7063 1.7901 -2.3952
H 2.8373 3.3573 -4.6408
H -1.9876 -0.1351 -7.4797
C -1.7368 1.1524 2.8992
H 1.8283 4.2727 -1.6132
H 3.2973 4.3340 2.8173
C -1.9092 -1.0236 1.8200
H 4.2040 2.2892 -4.0820
N 0.0768 2.1699 -1.6813
H -3.7033 1.8175 -6.4391
H 5.6436 2.3468 -0.8245
H -1.8138 0.9227 -5.1373
H -3.0815 -1.3738 -6.5900
O -5.3327 1.7845 9.6088
C 3.9674 -5.8741 0.3328
C -3.4940 3.1834 6.7706
H 3.4258 -0.3101 -3.8954
H -4.1979 1.4604 -4.8371
H -2.8665 -1.1963 2.3463
H 3.7674 3.7273 -1.0059
C 3.5730 -3.6431 1.0146
C -0.2697 -1.4703 0.1414
C -5.5304 0.4378 9.9954
C -2.3386 -3.1162 -2.4688
H -6.3652 0.0580 9.4882
O 2.2404 -1.6442 -1.7058
H -2.6165 -4.5882 -4.0286
C 3.4179 -5.7352 -0.9420
C -4.7477 1.9303 8.3601
C 2.4612 3.5858 2.6218
C -1.2634 0.2321 1.9495
C -4.7857 0.8683 7.4636
H -3.7329 -3.0812 -0.9518

=====

Entry 5:
19
Properties=species:S:1:pos:R:3 method="wB97M-V/def2-TZVPD" charge=+1 e_lumo_ev=-3.78 homo_energy_ev=-12.741 e_above_lowest_kcal_mol=73.02 homo_lumo_gap_ha=0.329
H -1.0181 -1.2505 -1.6087
C 0.0737 0.1683 -0.5779
H -0.4925 2.2619 -0.9737
H 1.1108 0.0475 1.6066
N -0.7430 -0.8167 1.9572
H -1.8019 -0.5996 1.8082
H 1.1334 -1.8310 -0.7386
H 1.7240 -0.6113 -1.8327
C 0.2804 1.4308 -1.2744
H -0.4050 -1.6834 1.5899
H 0.2535 1.1589 -2.2723
H -0.3048 1.2371 1.7061
H 1.2585 1.9765 -1.0068
H -0.5808 -0.8382 2.9607
H 1.9812 -0.3035 -0.1532
N -1.1062 -0.5487 -0.7689
C 0.1178 0.1653 1.3626
C 1.2970 -0.6572 -0.8049
I -2.7780 0.6939 -0.9792

=====

Entry 6:
113
Properties=species:S:1:pos:R:3 method="wB97M-V/def2-TZVPD" charge=-1 e_lumo_ev="2.36 / 2.36" s_squared=0.831 homo_energy_ev="-3.230 / -3.185" multiplicity=2 e_above_lowest_kcal_mol=0.00 homo_lumo_gap_ha="0.205 / 0.204"
H -3.0868 -7.3557 -4.7929
H -3.1587 4.5188 -0.5331
C -1.1960 -4.5520 -4.9971
C 1.5978 2.9217 -2.1654
N 1.1129 1.8270 2.0259
H 5.9816 -1.9581 -0.0074
C -1.6749 2.4148 -2.5294
H -3.3035 2.4054 5.0274
H 5.9128 -5.7069 2.0614
H 0.9459 6.2037 -0.2039
C -0.7888 -2.7086 -3.3183
H 1.6925 -2.5238 2.2597
N -1.4601 2.8512 1.4368
H -0.6749 2.5183 -2.9322
C -2.6217 -6.4227 -4.4995
H -2.4163 -4.2963 -1.8651
H 1.9045 -4.9491 -0.3761
C 2.6594 1.9019 3.6432
S 0.9902 -0.5036 0.9217
C -1.4213 -4.0154 -3.7366
H 0.8346 -4.6163 -2.6528
C 1.3330 5.3684 -2.1182
C -1.8564 1.9555 -1.2221
H 3.7234 3.4946 1.3973
C 2.2235 1.8688 -2.9183
C -2.7344 2.7576 -3.3637
H -0.5428 -4.0253 -5.6838
C -2.1062 4.0082 1.2532
I 3.1502 0.2182 -2.0253
H -3.4338 4.1693 5.0604
N 0.5462 1.4871 3.2170
H -1.5685 -1.9571 -3.1742
C 3.3575 -3.5677 1.4168
H -4.1433 -1.2946 -0.2287
C -2.8480 -5.8962 -3.2323
H -2.6907 -0.7307 -1.0565
H 1.3710 6.3162 -2.6435
C -2.7783 3.3359 4.8098
H 1.9709 -3.3189 -2.2112
C -2.7107 4.4089 2.4514
C 5.4008 -4.8275 1.6896
N -1.8196 0.0542 1.3236
C 2.4995 1.9854 -4.2544
H -2.5681 3.1227 -4.3694
H 0.4313 1.8973 6.0540
F -5.0672 2.9398 -3.6906
H -3.3018 5.2946 2.6161
H -2.9330 -2.8738 2.2867
C 2.3981 2.0737 2.2761
H 2.0691 1.2490 6.2109
C 3.4234 2.4524 1.2615
C 1.8673 4.2770 -4.2297
C 1.0021 -3.7862 -1.9661
N -1.6463 2.5119 2.7425
C 0.8819 4.0397 -0.1782
C 1.0118 2.8292 -0.8324
H 1.7722 5.2489 -4.7011
H -3.4943 -6.4177 -2.5366
C 1.5917 4.1774 -2.8434
H -2.2011 5.8288 0.1721
C 4.0317 -4.6841 1.8910
C 6.1047 -3.8496 1.0061
H 3.4780 -5.4532 2.4196
C -4.0173 2.6131 -2.8848
H -1.2322 1.2188 4.5159
H 0.5396 4.0453 0.8497
C -2.5054 -1.8883 2.1962
H 1.4563 -4.2705 2.1258
H -1.9398 -0.7246 5.3007
H 3.5428 -1.7136 0.3682
C 0.7238 -1.9060 -0.0088
C -3.0559 -1.3977 -0.2821
C 2.2502 3.1857 -4.9448
H -2.8267 -2.4246 -0.5720
C 5.4362 -2.7278 0.5254
C 1.1515 1.1983 5.6258
H -3.3937 1.4793 0.2036
N -1.5255 0.0256 2.6505
H 4.3093 1.8260 1.3859
C 1.8677 -3.3887 1.6179
H -1.4186 4.5215 -0.7292
C -4.2700 2.1442 -1.6134
C -2.4481 -1.0852 1.0450
B -0.9678 1.2778 3.3487
C -2.2521 -4.7042 -2.8555
H 2.4469 3.2522 -6.0074
C -3.1868 1.8271 -0.8012
C 1.0887 5.3000 -0.7866
C -2.3982 3.4291 3.3695
C -1.6348 -1.5116 4.6108
H 2.9741 1.1626 -4.7715
H 3.0619 2.3318 0.2511
H -1.9038 3.3777 5.4610
C -1.7941 -5.7473 -5.3816
C 1.0470 -4.2846 -0.5299
C 1.4607 1.5216 4.2018
H -5.2913 2.0396 -1.2678
H -0.5683 -1.6936 4.7644
S -0.2966 -0.1411 -1.6520
C 4.0740 -2.5884 0.7283
H 3.6093 2.0072 4.1413
H -0.1593 -2.3309 -4.1435
H 7.1700 -3.9587 0.8440
C 0.0980 -1.7232 -1.2087
V -0.2906 1.4084 0.1109
C -2.2171 4.7567 -0.0358
H 0.7338 0.1962 5.7311
N -0.0779 -2.8335 -2.0760
C -1.9054 -1.1457 3.1900
H 0.1313 -4.8580 -0.3294
H -2.1725 -2.4246 4.8645
H -1.6063 -6.1508 -6.3692
N 1.1593 -3.1655 0.3806

=====

Entry 7:
9
Properties=species:S:1:pos:R:3 method="wB97M-V/def2-TZVPD" charge=+2 e_lumo_ev="-10.65 / -11.76" s_squared=0.758 homo_energy_ev="-15.738 / -15.555" multiplicity=2 e_above_lowest_kcal_mol=80.54 homo_lumo_gap_ha="0.187 / 0.139"
O 2.2422 0.4713 0.0149
O -0.7452 1.5521 -0.0752
H -2.1195 -0.9292 0.9489
C 1.1265 0.0814 0.0185
Lu 4.7132 0.3551 0.0541
O 0.4479 -0.9060 0.0526
C -1.8238 -0.4940 -0.0088
C -1.7606 0.8759 -0.0656
H -2.0807 -1.0066 -0.9393